1.
6
Properties=species:S:1:pos:R:3:forces:R:3 method="wB97M-V/def2-TZVPD" e_lumo_ev="-2.16 / -0.90" multiplicity=1 orbital_gap_ev="7.258 / 9.010" e_tot_ev=-8677.224 de_lowest_kj_mol=623.4
H 0.9567 1.2451 0.1430 -1.4654 -2.5103 -0.3746
C 0.2081 0.2872 0.0816 4.0219 3.1106 0.1666
N 0.6238 -0.8993 0.2248 -4.0221 1.3840 -0.3104
O 1.3117 -1.7308 -0.2475 2.4528 -1.8828 -0.2427
O -0.9925 0.8709 0.0761 -2.1493 0.2164 0.5027
O -2.1078 0.2269 -0.2780 1.1621 -0.3178 0.2584

***

2.
6
Properties=species:S:1:pos:R:3:forces:R:3 method="wB97M-V/def2-TZVPD" e_lumo_ev="-0.31 / -1.11" multiplicity=1 orbital_gap_ev="9.065 / 7.307" e_tot_ev=-8680.035 de_lowest_kj_mol=352.1
O -1.8471 0.7428 -0.2511 -0.2076 -1.1668 0.1602
H 1.5846 -0.6791 0.3646 1.1230 -1.8782 0.6377
O -1.3418 -1.3912 0.0053 -1.1546 -1.0436 0.0849
N -1.1611 -0.2305 -0.0725 2.5737 2.2992 -0.3640
C 1.2450 0.2251 -0.0282 -3.1616 0.5186 -0.3955
O 1.5204 1.3329 -0.0181 0.8271 1.2707 -0.1233

***

3.
8
Properties=species:S:1:pos:R:3:forces:R:3 method="wB97M-V/def2-TZVPD" e_lumo_ev=6.03 multiplicity=1 orbital_gap_ev=6.130 e_tot_ev=-30352.642 de_lowest_kj_mol=231.6 charge=-2 smiles="O=CN=[S@@](=O)([O-])[S-]"
C 0.1379 -1.0036 -1.1721 0.2847 -1.9461 -0.1844
O 1.1238 -0.7195 -1.8663 -0.7068 0.1266 0.1390
H -0.4056 -2.0902 -1.3999 0.8468 1.9890 0.1711
O 1.3608 0.7179 1.0826 0.1411 0.5887 0.2249
O -0.5607 2.5586 0.1703 1.0990 -5.1397 1.4858
N -0.4276 -0.5052 -0.0889 -1.4443 -0.3072 -1.1770
S -1.1519 0.2974 2.4535 -0.1533 0.4844 0.2337
S -0.0767 0.7447 0.8208 -0.0672 4.2043 -0.8930

***

4.
7
Properties=species:S:1:pos:R:3:forces:R:3 method="wB97M-V/def2-TZVPD" e_lumo_ev=-0.30 multiplicity=1 orbital_gap_ev=9.840 e_tot_ev=-10723.276 de_lowest_kj_mol=760.8 smiles=c1noooo1
H -2.0266 0.0355 0.0401 -0.2157 -0.6782 -0.2025
C -0.9528 -0.0069 -0.0497 -0.5262 2.4901 1.1356
O 0.9346 1.1558 0.0760 1.7091 1.3288 0.5979
O -0.3455 -1.1287 -0.1017 0.6386 -3.8819 -1.1647
N -0.3939 1.1186 0.0953 0.1798 0.1780 -0.5662
O 1.6705 -0.0983 -0.3399 -0.4317 1.4515 -1.5576
O 1.1137 -1.0759 0.2799 -1.3539 -0.8884 1.7573

***

5.
8
Properties=species:S:1:pos:R:3:forces:R:3 method="wB97M-V/def2-TZVPD" e_lumo_ev=6.98 multiplicity=1 orbital_gap_ev=6.835 e_tot_ev=-21566.514 de_lowest_kj_mol=112.3 charge=-2
H 1.0479 0.1763 0.0422 -1.7300 -0.4324 0.3255
O -2.8914 -0.7940 1.2175 -0.1546 -0.1756 -0.5595
O -3.4436 1.3011 0.0812 -0.1353 -0.5061 0.1478
O -3.1983 -0.6991 -1.3024 0.7548 0.4229 2.1228
O -0.2138 -1.6122 0.1441 -0.2173 -2.8468 0.8407
N -1.1506 0.4812 -0.1901 -2.4192 1.1337 0.3554
S -2.7703 -0.0121 -0.0192 -0.9391 1.1181 -1.8429
C -0.3495 -0.4358 0.0974 4.8405 1.2863 -1.3898

***

6.
9
Properties=species:S:1:pos:R:3:forces:R:3 method="wB97M-V/def2-TZVPD" e_lumo_ev=6.83 multiplicity=1 orbital_gap_ev=6.794 e_tot_ev=-23609.979 de_lowest_kj_mol=228.1 charge=-2
H 0.5306 0.4942 -0.2463 2.2904 -0.7585 0.8500
O -0.6542 -2.1076 -0.4638 0.2855 0.1206 0.6612
O -2.4519 -0.9884 -1.6081 0.4711 1.0377 0.8622
N -1.0822 0.8420 1.5701 -0.6048 -1.4686 0.5624
S -1.0200 -0.9134 -1.2363 -0.1104 -1.4449 -1.7906
O -0.4803 0.4689 2.6324 -0.6471 0.9563 -2.0362
O -2.2429 1.2657 1.6599 1.5194 -0.1821 -0.0131
O -0.2242 -0.8677 -2.5202 -0.1194 0.9431 1.6117
C -0.4795 0.6439 -0.4070 -3.0847 0.7963 -0.7076

***

7.
9
Properties=species:S:1:pos:R:3:forces:R:3 method="wB97M-V/def2-TZVPD" e_lumo_ev=-1.03 multiplicity=1 orbital_gap_ev=8.020 e_tot_ev=-23610.045 de_lowest_kj_mol=292.5
O -0.0193 -0.2780 -1.4401 2.3642 -0.6763 0.2382
H 2.7268 -1.4135 0.3845 0.5466 -1.6686 -0.0777
O 2.0573 -0.7923 0.1704 -2.2955 2.7222 -0.9350
O -1.2947 1.9532 -1.2012 1.0591 -1.6046 1.0066
C -1.0138 0.5512 0.6380 -0.0204 -0.7807 3.7769
O -0.2625 -0.6849 0.8801 0.0497 0.8014 -0.9222
S 0.5516 -1.1789 -0.3890 0.7071 -1.7723 0.3362
N -1.0831 0.8877 -0.6150 -2.8866 2.8993 -2.4596
O -1.6623 0.9555 1.5722 0.4758 0.0797 -0.9634

***

8.
5
Properties=species:S:1:pos:R:3:forces:R:3 method="wB97M-V/def2-TZVPD" e_lumo_ev=-2.11 multiplicity=1 orbital_gap_ev=8.060 e_tot_ev=-15418.584 de_lowest_kj_mol=545.8
O 1.3751 -0.3867 1.3654 0.1941 0.1347 1.1884
H -1.4004 0.7677 -0.7469 1.3466 0.5894 1.6935
S 0.2883 -0.3539 0.4573 -0.8833 -0.0976 -3.3502
N 0.1286 -1.1183 -0.8381 0.1831 1.1005 1.5162
C -0.3916 1.0912 -0.2377 -0.8405 -1.7271 -1.0478